12
Properties=species:S:1:pos:R:3:forces:R:3:nbo_charge:R:1 method="wB97M-V/def2-TZVPD" max_force_ev_per_a=4.135 charge=0 relative_energy_ev=2.350 lumo_energy_ev=-0.42
C -0.36781 -1.19964 0.76383 -1.040 1.111 -0.245 -0.44
C -0.71952 0.09283 0.67653 0.201 -0.289 -4.031 -0.13
C -0.88058 0.64382 -0.75973 3.376 0.432 1.635 -0.67
O 1.75202 -0.17986 -1.28446 0.468 -0.368 0.717 -0.88
O 2.24653 1.01006 0.78616 -0.087 -0.196 0.140 -0.87
S 2.00090 -0.25111 0.14117 0.802 0.503 -0.939 1.66
H -0.25472 -1.57649 1.71527 0.462 -1.162 2.010 0.20
H -0.30708 -1.92326 -0.06024 -0.076 0.758 0.143 0.22
H -0.77604 0.90253 1.36960 0.019 -0.412 1.244 0.22
H -0.58402 1.69488 -0.81677 0.297 -0.018 0.207 0.22
H -1.83948 0.67365 -1.03579 -3.971 -0.287 -1.115 0.22
H -0.27021 0.11260 -1.49558 -0.450 -0.070 0.235 0.24